ORCA calculation (ωB97M-V/def2-TZVPD) on a structure of composition C4H6O2.

## Properties
ΔE to the lowest compared entry with this formula, charge and spin = 95.8 kcal/mol
LUMO = 0.5 eV
gap between HOMO and LUMO = 9.720 eV
HOMO energy = -0.3394 Ha
spin multiplicity = 1

Positions of all 12 atoms, in Å:
O  -0.41439  -0.34469  -1.61985
C  0.56970  0.11990  -0.91238
C  0.49569  1.18520  0.08661
C  0.23298  -0.11985  0.85487
C  -1.10605  -0.94293  -0.22282
O  -2.19143  -0.51049  0.04741
H  1.56670  -0.31018  -1.08591
H  -0.38934  1.81363  0.02249
H  1.41330  1.72659  0.30993
H  1.11736  -0.63192  1.23458
H  -0.53231  -0.01410  1.61920
H  -0.76222  -1.97117  -0.33413